w) Entry from the Open Molecules 2025 dataset: a 2-piece molecular cluster, CH6NPS overall (ωB97M-V/def2-TZVPD).

Geometry as XYZ:
```
10
Properties=species:S:1:pos:R:3:mulliken_charge:R:1
H -3.272 3.971 -3.194 0.254
N -2.467 3.397 -3.203 -0.398
P -1.303 3.211 -2.253 0.128
H -1.715 4.202 -1.345 0.017
C 1.097 -1.105 1.332 -0.665
S 2.024 -1.271 -0.217 -0.164
H -0.062 -0.970 1.168 0.240
H 1.555 -0.188 1.826 0.217
H 1.249 -2.035 2.009 0.259
H 2.153 -2.543 0.091 0.112
```

As for the gap between HOMO and LUMO: 8.922 eV. For the lowest unoccupied orbital energy, the calculation gives -0.15 eV. The SMILES is [H]/N=P\[H].CS. Its net charge is 0.

---

x) Entry from the Open Molecules 2025 dataset: a 2-piece molecular cluster, CH6NPS overall (ωB97M-V/def2-TZVPD).

Geometry as XYZ:
```
10
Properties=species:S:1:pos:R:3:mulliken_charge:R:1
C 1.019 1.011 -0.038 -0.883
N 0.657 -1.694 0.544 -0.537
P 0.145 -0.561 -0.419 0.392
S -3.042 0.523 -0.107 -0.438
H 1.079 1.027 1.136 0.269
H 2.085 1.336 -0.321 0.350
H 0.528 1.862 -0.252 0.387
H 0.444 -2.666 0.267 0.258
H 0.047 -0.647 -1.765 0.127
H -2.961 -0.192 0.955 0.074
```

As for the gap between HOMO and LUMO (spin up / spin down): 6.212 / 6.214 eV. For the lowest unoccupied orbital energy (spin up / spin down), the calculation gives -2.02 / -2.02 eV. Its net charge is 0.

---

y) Entry from the Open Molecules 2025 dataset: a 2-piece molecular cluster, CH6NPS overall (ωB97M-V/def2-TZVPD).

Geometry as XYZ:
```
10
Properties=species:S:1:pos:R:3:mulliken_charge:R:1
H -3.684 2.408 1.413 0.264
N -2.921 2.083 2.002 -0.435
P -2.746 0.668 1.378 0.126
H -1.753 0.031 2.131 0.052
C 2.197 -1.083 -1.452 -0.696
S 1.542 -0.217 0.037 -0.178
H 3.303 -1.328 -1.195 0.236
H 1.823 -2.123 -1.459 0.274
H 2.027 -0.614 -2.479 0.263
H 0.211 0.175 -0.376 0.093
```

As for the gap between HOMO and LUMO: 8.713 eV. For the lowest unoccupied orbital energy, the calculation gives -0.48 eV. The SMILES is [H]/N=P/[H].CS. Its net charge is 0.

---

What should be chosen as the least stable of them? Choose x).

---

w) Entry from the Open Molecules 2025 dataset: C9H19N2 as an isolated structure (ωB97M-V/def2-TZVPD).

Geometry as XYZ:
```
30
Properties=species:S:1:pos:R:3:mulliken_charge:R:1
C 0.583 2.516 -1.712 -0.900
C 1.679 1.822 -1.008 -0.639
N 1.485 0.400 -0.421 0.241
H 2.360 0.203 -0.149 0.275
C 0.400 0.605 0.579 -1.369
H 1.185 0.703 1.616 0.356
H -0.002 1.662 0.755 0.471
C -0.265 -0.779 0.492 2.207
C -1.700 -0.487 0.090 -1.188
H -1.960 0.579 -0.068 0.214
H -1.812 -1.191 -0.656 0.494
C -2.437 -0.912 1.305 -0.454
N -1.940 -1.833 2.017 -0.237
H -1.824 -2.850 1.683 0.339
C -0.442 -1.491 1.871 -2.060
H -0.141 -0.619 2.850 0.321
H 0.193 -2.169 2.156 0.710
H -2.588 0.076 2.180 0.234
H -3.536 -1.372 1.218 0.357
C 0.610 -1.513 -0.371 -0.802
H -0.128 -2.294 -1.041 0.307
H 1.557 -2.002 0.060 0.296
C 1.107 -0.528 -1.369 -0.634
H 1.914 -0.731 -1.996 0.489
H 0.190 -0.285 -2.170 0.328
H 2.059 2.498 -0.244 0.411
H 2.463 1.923 -1.796 0.329
H 0.428 1.833 -2.732 0.249
H 0.890 3.652 -2.036 0.376
H -0.327 2.581 -1.106 0.279
```

As for the gap between HOMO and LUMO: 9.164 eV. For the lowest unoccupied orbital energy, the calculation gives -3.12 eV. Its net charge is +1.

---

x) Entry from the Open Molecules 2025 dataset: an isolated ion of composition C9H19N2 and charge +1 (ωB97M-V/def2-TZVPD).

Geometry as XYZ:
```
30
Properties=species:S:1:pos:R:3:mulliken_charge:R:1
C -2.356 1.060 0.771 -1.718
C -1.457 0.136 -0.005 1.445
C -1.847 0.084 -1.462 -1.510
C -1.204 -1.191 0.668 -1.102
C -0.044 -2.020 0.082 -0.714
C 1.008 -1.192 -0.659 -1.263
C 1.311 0.166 -0.023 1.317
C 2.364 0.924 -0.849 -1.924
C 1.808 -0.007 1.425 -1.557
N 0.097 0.944 0.032 1.097
N -0.007 2.141 0.110 -0.944
H -1.910 1.373 1.712 0.441
H -3.278 0.530 1.003 0.414
H -2.604 1.943 0.189 0.420
H -1.298 -0.659 -2.030 0.354
H -1.747 1.058 -1.938 0.396
H -2.902 -0.185 -1.497 0.429
H -2.122 -1.776 0.583 0.468
H -1.051 -1.017 1.735 0.364
H 0.431 -2.570 0.893 0.362
H -0.434 -2.763 -0.612 0.372
H 1.937 -1.761 -0.697 0.592
H 0.703 -1.016 -1.691 0.364
H 3.113 0.219 -1.198 0.412
H 2.879 1.686 -0.267 0.496
H 1.913 1.385 -1.727 0.501
H 1.117 -0.597 2.017 0.404
H 1.952 0.954 1.913 0.402
H 2.761 -0.528 1.399 0.404
H 0.869 2.679 0.122 0.276
```

As for the gap between HOMO and LUMO: 10.375 eV. For the lowest unoccupied orbital energy, the calculation gives -4.56 eV. The SMILES is CC1(C)CCCC(C)(C)[N+]1=N. Its net charge is +1.

---

What should be chosen as the least stable of them? Choose w).

---

w) Entry from the Open Molecules 2025 dataset: HPS2 in the gas phase (ωB97M-V/def2-TZVPD).

Geometry as XYZ:
```
4
Properties=species:S:1:pos:R:3:mulliken_charge:R:1
P -1.247 1.930 -0.186 0.110
S 0.536 0.925 0.412 -0.046
S 2.672 0.597 -0.189 -0.299
H -0.196 -0.004 -0.262 0.235
```

As for the gap between HOMO and LUMO (spin up / spin down): 6.292 / 6.004 eV. For the lowest unoccupied orbital energy (spin up / spin down), the calculation gives -2.39 / -2.67 eV. The SMILES is P#[SH]=S. Its net charge is 0.

---

x) Entry from the Open Molecules 2025 dataset: HPS2 in the gas phase (ωB97M-V/def2-TZVPD).

Geometry as XYZ:
```
4
Properties=species:S:1:pos:R:3:mulliken_charge:R:1
P 4.088 -0.670 0.145 0.155
S 2.871 0.755 -0.289 0.043
S 0.507 1.152 0.229 -0.331
H -0.103 0.011 -0.031 0.132
```

As for the gap between HOMO and LUMO (spin up / spin down): 6.321 / 6.320 eV. For the lowest unoccupied orbital energy (spin up / spin down), the calculation gives -1.96 / -1.96 eV. Its net charge is 0.

---

What should be chosen as the least stable of them? Choose w).

---

w) Entry from the Open Molecules 2025 dataset: an isolated ion of composition C5H8NO and charge +1 (ωB97M-V/def2-TZVPD).

Geometry as XYZ:
```
15
Properties=species:S:1:pos:R:3:mulliken_charge:R:1
C -2.280 0.825 -0.145 -0.767
C -1.070 0.368 0.038 0.372
N 0.049 0.871 0.669 -0.213
C 0.988 0.755 -0.453 0.105
O 2.289 0.916 0.017 -0.460
C 0.106 -0.442 -0.129 0.439
C 0.368 -1.943 0.162 -1.148
H -2.664 1.685 0.404 0.275
H -2.911 0.189 -0.706 0.282
H 0.359 1.385 1.510 0.303
H 0.691 1.429 -1.251 0.451
H 2.746 1.110 -0.801 0.357
H 1.050 -2.116 0.958 0.356
H 0.739 -2.372 -0.785 0.313
H -0.460 -2.659 0.513 0.336
```

As for the gap between HOMO and LUMO: 11.378 eV. For the lowest unoccupied orbital energy, the calculation gives -3.40 eV. The SMILES is C=C1[N@@H+]2[C@@H](O)[C@]12C. Its net charge is +1.

---

x) Entry from the Open Molecules 2025 dataset: C5H8NO as an isolated structure (ωB97M-V/def2-TZVPD).

Geometry as XYZ:
```
15
Properties=species:S:1:pos:R:3:mulliken_charge:R:1
C -1.979 -0.759 -0.149 -0.160
C 0.908 1.184 -0.057 -0.399
C -0.386 0.747 0.692 -0.638
C 1.697 0.011 -0.346 -0.125
C 0.245 -1.410 -0.137 -0.190
N -0.732 -0.519 0.048 0.174
O 1.537 -1.172 0.374 -0.268
H -2.321 -1.820 -0.415 0.252
H -2.580 0.007 -0.066 0.286
H 0.729 1.749 -0.938 0.350
H 1.407 1.883 0.807 0.314
H 0.068 0.680 1.697 0.300
H -1.205 1.450 0.729 0.359
H 2.379 0.071 -1.286 0.346
H 0.234 -2.102 -0.953 0.399
```

As for the gap between HOMO and LUMO (spin up / spin down): 8.255 / 7.188 eV. For the lowest unoccupied orbital energy (spin up / spin down), the calculation gives -5.10 / -5.74 eV. Its net charge is +1.

---

What should be chosen as the least stable of them? Choose x).

---

w) Entry from the Open Molecules 2025 dataset: an isolated ion of composition C5H8NO and charge +1 (ωB97M-V/def2-TZVPD).

Geometry as XYZ:
```
15
Properties=species:S:1:pos:R:3:mulliken_charge:R:1
C -0.578 -1.041 0.001 -0.624
C 0.803 -1.009 0.045 0.069
C -1.199 0.263 -0.005 1.039
C -2.698 0.267 0.063 -1.061
C 2.696 0.648 -0.071 -0.716
N 1.535 0.003 0.254 -0.013
O -0.521 1.270 0.007 -0.465
H -1.155 -1.945 0.026 0.344
H 1.277 -1.981 -0.131 0.403
H -3.057 0.704 -0.871 0.314
H -3.113 -0.727 0.184 0.347
H -3.018 0.919 0.871 0.337
H 2.479 1.725 -0.079 0.332
H 3.422 0.536 0.746 0.335
H 3.128 0.368 -1.039 0.360
```

As for the gap between HOMO and LUMO (spin up / spin down): 7.833 / 6.921 eV. For the lowest unoccupied orbital energy (spin up / spin down), the calculation gives -7.13 / -7.71 eV. Its net charge is +1.

---

x) Entry from the Open Molecules 2025 dataset: a 2-piece molecular cluster, C5H8NO overall (ωB97M-V/def2-TZVPD).

Geometry as XYZ:
```
15
Properties=species:S:1:pos:R:3:mulliken_charge:R:1
C 1.132 0.238 1.650 -0.255
C 0.001 0.337 -2.025 -0.310
C 1.355 -1.487 -1.138 0.247
C -0.039 0.439 1.551 -0.087
C -1.387 0.588 1.057 -0.841
N 0.522 -0.584 -1.375 -0.067
O 1.962 -1.472 -0.033 -0.406
H 1.643 -0.665 0.584 0.318
H 1.973 0.212 2.135 0.576
H -1.042 0.593 -2.112 0.378
H 0.522 1.214 -2.535 0.270
H 1.334 -2.438 -1.712 0.367
H -2.161 0.975 1.841 0.347
H -1.836 -0.423 0.664 0.297
H -1.256 1.302 0.125 0.165
```

As for the gap between HOMO and LUMO: 9.911 eV. For the lowest unoccupied orbital energy, the calculation gives -4.92 eV. Its net charge is +1.

---

y) Entry from the Open Molecules 2025 dataset: a 2-piece molecular cluster, C5H8NO overall (ωB97M-V/def2-TZVPD).

Geometry as XYZ:
```
15
Properties=species:S:1:pos:R:3:mulliken_charge:R:1
C 1.497 1.840 -0.481 -0.105
C 1.129 -0.505 -0.073 -0.600
C 0.121 1.764 -0.823 0.244
C -0.177 0.022 0.544 0.228
C -1.154 -1.125 0.693 -1.492
N 2.014 0.658 -0.433 -0.244
O -0.696 0.904 -0.511 -0.179
H 2.108 2.675 -0.621 0.455
H 1.874 -1.059 0.574 0.325
H 0.948 -0.999 -0.973 0.442
H 0.108 3.022 -2.803 0.215
H 0.066 0.668 1.354 0.437
H -1.208 -1.697 -0.236 0.353
H -2.025 -1.012 1.241 0.448
H -0.797 -1.812 1.394 0.474
```

As for the gap between HOMO and LUMO (spin up / spin down): 8.873 / 8.400 eV. For the lowest unoccupied orbital energy (spin up / spin down), the calculation gives -6.23 / -6.86 eV. Its net charge is +1.

---

What should be chosen as the least stable of them? Choose y).

---

w) Entry from the Open Molecules 2025 dataset: CH3BrO3P as an isolated structure (ωB97M-V/def2-TZVPD).

Geometry as XYZ:
```
9
Properties=species:S:1:pos:R:3:mulliken_charge:R:1
C -1.226 -0.356 0.005 -0.973
O 1.321 -0.643 -0.467 -0.346
O 0.844 1.024 1.390 -0.747
O 0.219 1.528 -1.131 -0.716
P 0.372 0.619 0.012 0.939
Br 2.891 -0.926 0.121 -0.007
H -1.241 -1.189 0.571 0.345
H -1.843 0.549 0.474 0.224
H -1.336 -0.606 -0.975 0.281
```

As for the gap between HOMO and LUMO: 8.419 eV. For the lowest unoccupied orbital energy, the calculation gives 3.33 eV. Its net charge is -1.

---

x) Entry from the Open Molecules 2025 dataset: CH3BrO3P as an isolated structure (ωB97M-V/def2-TZVPD).

Geometry as XYZ:
```
9
Properties=species:S:1:pos:R:3:mulliken_charge:R:1
C -0.151 -0.003 -0.067 -0.841
O -2.580 -0.530 0.106 -0.347
O -2.174 1.759 -1.197 -0.714
O -1.844 1.646 1.394 -0.714
P -1.794 1.001 0.062 0.958
Br -4.347 -0.426 0.050 -0.070
H 0.457 0.363 0.801 0.207
H -0.200 -1.102 -0.007 0.269
H 0.073 0.416 -0.980 0.251
```

As for the gap between HOMO and LUMO: 8.514 eV. For the lowest unoccupied orbital energy, the calculation gives 3.36 eV. Its net charge is -1.

---

What should be chosen as the least stable of them? Choose w).

---

w) Entry from the Open Molecules 2025 dataset: an isolated ion of composition C4H6NO2 and charge +1 (ωB97M-V/def2-TZVPD).

Geometry as XYZ:
```
13
Properties=species:S:1:pos:R:3:mulliken_charge:R:1
C 0.766 -1.064 -1.172 -0.905
C -0.385 -0.999 -0.231 0.531
O -1.078 -1.887 0.104 -0.366
C -0.563 0.485 0.233 0.571
C 0.523 1.008 1.087 -1.083
N -1.830 0.902 0.101 0.434
O -2.939 1.175 -0.073 -0.246
H 1.345 -2.071 -1.077 0.314
H 1.438 -0.240 -0.963 0.358
H 0.324 -1.026 -2.156 0.324
H 1.503 1.002 0.705 0.374
H 0.414 2.172 1.270 0.369
H 0.481 0.544 2.172 0.327
```

As for the gap between HOMO and LUMO: 8.159 eV. For the lowest unoccupied orbital energy, the calculation gives -7.48 eV. The SMILES is CC(=O)C(C)=[N+]=O. Its net charge is +1.

---

x) Entry from the Open Molecules 2025 dataset: a 2-piece molecular cluster, C4H6NO2 overall (ωB97M-V/def2-TZVPD).

Geometry as XYZ:
```
13
Properties=species:S:1:pos:R:3:mulliken_charge:R:1
C -3.445 0.285 -0.134 0.142
C 0.036 -0.770 -0.533 0.937
C 0.722 -1.822 0.032 -1.067
C -0.554 1.718 -0.231 -0.771
N -0.543 0.327 -0.291 0.046
O -4.131 -0.381 0.454 -0.142
O -0.413 -0.480 -1.681 -0.263
H 0.716 -2.801 -0.466 0.370
H 1.791 -1.771 0.078 0.354
H 0.173 -1.923 0.925 0.319
H -1.376 2.096 -0.744 0.319
H 0.276 2.235 -0.770 0.359
H -0.611 2.099 0.751 0.396
```

As for the gap between HOMO and LUMO: 10.600 eV. For the lowest unoccupied orbital energy, the calculation gives -5.59 eV. Its net charge is +1.

---

What should be chosen as the least stable of them? Choose w).

---

w) Entry from the Open Molecules 2025 dataset: a 2-piece molecular cluster, C3H8OS overall (ωB97M-V/def2-TZVPD).

Geometry as XYZ:
```
13
Properties=species:S:1:pos:R:3:mulliken_charge:R:1
C 0.707 -3.562 -1.198 -0.622
C 0.718 -2.252 -0.980 -0.009
O 1.488 -1.267 -1.603 -0.480
H 0.090 -4.168 -0.550 0.258
H 1.516 -4.036 -1.756 0.262
H -0.146 -1.896 -0.425 0.261
H 2.362 -1.383 -1.214 0.330
C -1.569 2.820 0.940 -0.585
S -0.605 3.877 2.168 -0.270
H -1.044 1.995 0.457 0.240
H -2.524 2.585 1.365 0.249
H -1.703 3.544 0.143 0.237
H 0.708 3.744 2.653 0.129
```

As for the gap between HOMO and LUMO: 9.638 eV. For the lowest unoccupied orbital energy, the calculation gives 0.67 eV. The SMILES is C=CO.CS. Its net charge is 0.

---

x) Entry from the Open Molecules 2025 dataset: a 2-piece molecular cluster, C3H8OS overall (ωB97M-V/def2-TZVPD).

Geometry as XYZ:
```
13
Properties=species:S:1:pos:R:3:mulliken_charge:R:1
C -0.116 0.641 1.182 -0.465
C -0.534 -0.396 0.126 -0.235
C -0.150 -0.342 -1.489 -0.334
H 0.349 -0.336 2.747 0.313
H -0.672 1.557 1.075 0.277
H 1.003 1.016 0.770 0.237
H -1.961 -0.062 -0.072 0.129
H -0.314 -1.467 0.849 0.138
H 0.006 -1.438 -2.216 0.288
H -1.105 0.205 -1.758 0.232
H 2.531 -0.304 -1.863 0.155
O -0.360 0.266 2.601 -0.460
S 1.321 0.659 -1.952 -0.275
```

As for the gap between HOMO and LUMO: 9.709 eV. For the lowest unoccupied orbital energy, the calculation gives 0.46 eV. Its net charge is 0.

---

y) Entry from the Open Molecules 2025 dataset: a 2-piece molecular cluster, C3H8OS overall (ωB97M-V/def2-TZVPD).

Geometry as XYZ:
```
13
Properties=species:S:1:pos:R:3:mulliken_charge:R:1
C 2.531 -1.423 -0.422 -0.123
O 2.916 -0.338 -0.847 -0.416
H 1.920 -1.566 0.479 0.277
H 2.701 -2.279 -1.246 0.221
C 0.258 1.074 0.588 -0.703
S -0.719 -0.310 0.036 -0.035
C -2.416 0.155 -0.143 -0.871
H 0.316 1.002 1.660 0.255
H -0.235 2.060 0.305 0.306
H 1.205 0.935 0.023 0.246
H -3.016 -0.768 -0.346 0.261
H -2.712 0.594 0.817 0.275
H -2.750 0.863 -0.902 0.307
```

As for the gap between HOMO and LUMO: 9.098 eV. For the lowest unoccupied orbital energy, the calculation gives 0.69 eV. The SMILES is C=O.CSC. Its net charge is 0.

---

What should be chosen as the least stable of them? Choose x).